No. 1
The following is a DFT calculation (wB97M-V/def2-TZVPD) of a cluster of 2 separate species, C4H8NO in total.

Summary:
* 2S+1: 1
* net charge: +1
* total energy: -7804.2212 eV
* HOMO energy: -14.71 eV

Last column: Löwdin charge in e.
Cartesian coordinates (Å):
C (1.03264, -0.14414, 0.02511)  -0.147
C (1.25443, -1.23783, -1.09172)  0.119
C (1.34244, 0.97710, 0.81707)  0.036
C (-2.49072, 0.51297, 0.16291)  -0.038
N (0.02292, -0.82835, -0.30354)  0.169
O (-1.60410, 1.17771, -0.40954)  -0.028
H (1.18631, -1.00127, -2.07773)  0.068
H (1.73790, -2.28622, -0.93661)  0.158
H (0.64451, 1.73311, 0.34078)  0.142
H (2.38696, 1.34528, 0.83403)  0.127
H (0.96612, 0.76761, 1.79394)  0.109
H (-2.28007, -0.50112, 0.69019)  0.100
H (-3.50199, 0.66503, -0.09040)  0.078
H (-0.69734, -1.17986, 0.24549)  0.106

Cartesian forces, eV/Å:
0.563 -2.418 -3.520
0.026 -1.335 4.078
0.403 1.740 -0.108
3.499 -0.148 -2.348
2.991 -0.214 -0.510
-2.406 -1.678 2.351
-0.256 1.097 -2.588
-0.783 2.225 0.443
0.652 -0.361 0.602
-0.712 -0.483 -0.173
-0.244 0.262 0.992
-0.217 1.596 -0.081
-1.583 0.599 0.242
-1.935 -0.882 0.622


No. 2
The following is a DFT calculation (wB97M-V/def2-TZVPD) of a structure of composition C8H15CdO9.

Summary:
* 2S+1: 1
* net charge: -1
* total energy: -31523.7379 eV
* HOMO energy: -3.64 eV

Last column: Löwdin charge in e.
Cartesian coordinates (Å):
Cd (13.93205, -26.89173, -3.39064)  0.798
C (20.18887, -22.95948, -5.62234)  0.076
C (20.39977, -23.47657, -6.96645)  -0.349
C (19.66655, -24.87322, -7.28625)  -0.300
O (19.60286, -25.29618, -8.43096)  0.071
C (18.78767, -25.42635, -6.24040)  0.124
C (18.73974, -24.88751, -4.95174)  -0.311
C (19.38534, -23.57338, -4.67027)  -0.365
O (19.14179, -22.88445, -3.61081)  0.002
O (17.92652, -25.49409, -4.11603)  -0.007
O (21.06931, -22.93285, -7.81922)  0.061
H (20.57785, -21.96264, -5.47594)  0.120
H (18.26817, -26.36396, -6.37233)  0.126
C (12.34350, -32.31926, -4.05014)  -0.164
C (13.54646, -32.05833, -3.16626)  -0.472
O (13.90335, -30.66326, -3.09911)  -0.359
H (12.25898, -31.52652, -4.79346)  0.049
H (11.33535, -32.21542, -3.64898)  0.047
H (12.26564, -33.20303, -4.68338)  0.048
H (14.31865, -32.65338, -3.65385)  0.078
H (13.29808, -32.61381, -2.26190)  0.071
O (10.78988, -26.76241, -3.66155)  -0.155
H (10.23734, -27.26038, -4.26401)  0.025
H (10.17306, -26.33955, -3.06408)  0.024
O (14.10308, -27.62374, -6.72467)  -0.127
H (14.56550, -28.40132, -7.03737)  0.030
H (13.43252, -27.46038, -7.38792)  0.020
O (13.73294, -23.61737, -4.32876)  -0.128
H (13.99085, -22.74257, -4.03815)  0.026
H (13.10672, -23.46055, -5.03550)  0.021
O (13.61477, -26.25011, -0.02140)  -0.131
H (13.18222, -26.91961, 0.50860)  0.025
H (14.31517, -25.91592, 0.53894)  0.026

Cartesian forces, eV/Å:
0.118 -0.231 -0.049
0.418 -0.558 -2.460
-0.234 -1.414 0.793
-1.273 1.044 -0.457
0.644 0.049 0.515
1.882 0.312 -0.224
-3.702 -2.281 2.441
-0.659 2.877 3.394
0.166 -2.335 -1.890
2.805 2.147 -1.897
-0.061 0.039 -0.211
-0.001 0.000 0.422
-0.154 0.061 -0.349
-1.731 1.093 -1.755
-0.169 1.764 -0.622
-0.525 -2.609 0.268
0.574 0.335 -0.258
0.038 -0.154 1.028
0.637 -0.609 0.350
0.823 0.050 -0.041
0.398 0.423 0.992
0.165 0.126 -0.052
-0.047 -0.264 -0.197
-0.087 0.153 0.247
-0.013 0.229 0.127
0.179 -0.277 0.071
-0.183 0.073 -0.136
-0.047 -0.185 0.079
0.208 0.198 0.141
-0.163 -0.049 -0.211
-0.160 0.162 -0.155
-0.118 -0.279 0.043
0.271 0.112 0.054


No. 3
The following is a DFT calculation (wB97M-V/def2-TZVPD) of a structure of composition C31H47NNdO3P2S.

Summary:
* 2S+1: 4
* net charge: +1
* total energy: -85223.4021 eV
* HOMO energy (alpha / beta): -10.06 / -10.06 eV

Last column: Löwdin charge in e.
Cartesian coordinates (Å):
Nd (-1.33150, 0.74517, 1.51641)  1.964
C (0.70860, 0.92295, 3.63133)  -0.275
C (1.49860, 1.25574, 2.50472)  -0.262
C (-0.22031, 2.78835, 2.64605)  -0.411
C (-0.32208, 1.89729, 3.75868)  -0.339
C (0.97681, 2.46118, 1.93957)  -0.292
C (1.00911, -0.14587, 4.61710)  -0.030
H (1.72832, -0.86803, 4.21379)  0.079
H (0.09496, -0.69526, 4.88227)  0.069
H (1.45510, 0.27111, 5.53451)  0.104
C (-1.12929, 2.18574, 4.96687)  -0.034
H (-0.90078, 1.49344, 5.78682)  0.090
H (-2.20853, 2.15668, 4.77373)  0.067
H (-0.90540, 3.20871, 5.31464)  0.103
C (-1.23357, 3.81129, 2.27648)  -0.063
H (-1.13381, 4.69896, 2.91312)  0.104
H (-2.26481, 3.42886, 2.40252)  0.078
H (-1.10886, 4.13624, 1.23488)  0.083
C (1.76625, 3.41340, 1.12384)  -0.019
H (2.53107, 3.93292, 1.73220)  0.109
H (1.11720, 4.18385, 0.69475)  0.080
H (2.29783, 2.90883, 0.30917)  0.061
C (2.83999, 0.67853, 2.22287)  -0.027
H (3.64293, 1.18708, 2.79133)  0.110
H (3.09539, 0.76175, 1.15743)  0.054
H (2.87768, -0.38878, 2.48509)  0.076
C (1.67493, -2.39334, -0.75128)  -0.103
C (2.75222, -2.43856, 0.05878)  -0.114
C (4.13290, -2.01841, -0.27362)  -0.193
C (4.29047, -1.08213, -1.49363)  -0.184
C (3.89898, 0.35179, -1.33978)  -0.099
C (2.67132, 0.86689, -1.48242)  -0.134
C (1.41198, 0.15672, -1.09657)  -0.199
C (1.31313, -1.29195, -1.68726)  -0.267
H (4.77466, -2.89823, -0.46563)  0.124
H (3.80261, -1.57252, -2.34411)  0.109
H (4.58774, -1.54472, 0.60430)  0.106
H (1.85181, -1.33752, -2.65214)  0.089
H (0.83761, -3.06360, -0.56396)  0.092
H (2.64863, -2.92177, 1.02837)  0.102
H (0.21797, -1.42005, -1.89710)  0.023
H (1.27534, 0.09038, 0.01044)  0.078
H (2.51968, 1.90918, -1.80823)  0.100
H (0.55790, 0.75873, -1.47302)  0.065
H (5.36749, -1.06849, -1.72458)  0.115
H (4.73756, 1.03140, -1.18268)  0.111
P (-0.57963, -0.88460, -3.93192)  0.824
P (-0.89563, 2.26160, -3.92334)  0.798
C (-0.92621, -0.08136, -5.58330)  -0.436
C (-1.54410, 1.30282, -5.40653)  -0.464
H (-1.60526, -0.74682, -6.13939)  0.079
H (0.03430, -0.03775, -6.12468)  0.082
H (-1.36444, 1.90247, -6.30989)  0.072
H (-2.63284, 1.21861, -5.26576)  0.071
C (-1.40436, 3.90624, -4.62081)  -0.332
H (-0.87432, 4.69040, -4.06561)  0.031
H (-2.48641, 4.03497, -4.49279)  0.033
H (-1.15037, 3.97725, -5.69016)  0.041
C (0.84893, 2.41789, -4.53871)  -0.316
H (0.88386, 2.50913, -5.63293)  0.049
H (1.46728, 1.57240, -4.22208)  0.014
H (1.26854, 3.33041, -4.09873)  0.034
C (-2.24401, -1.55521, -3.56160)  -0.283
H (-2.20326, -1.99011, -2.55333)  0.028
H (-2.51059, -2.32953, -4.29416)  0.046
H (-2.97404, -0.73744, -3.57957)  0.034
C (0.15678, -2.43094, -4.63319)  -0.282
H (1.15662, -2.21926, -5.03787)  0.044
H (-0.48000, -2.81723, -5.44355)  0.044
H (0.25207, -3.18007, -3.83612)  0.041
O (-0.89602, -1.83522, 1.27282)  -0.064
C (-1.56850, -1.97181, 2.35235)  -0.467
N (-1.54476, -0.89159, 3.18918)  -0.229
S (-3.09860, -0.53740, 3.73311)  0.757
O (-3.06883, -0.11905, 5.10734)  -0.241
O (-3.48823, 0.49001, 2.68751)  -0.439
C (-3.53649, -2.22528, 3.62149)  -0.217
C (-4.42543, -2.90929, 4.46348)  -0.002
C (-4.40375, -4.31710, 4.46096)  -0.026
C (-3.51703, -4.99706, 3.61122)  -0.028
C (-2.63161, -4.29887, 2.78072)  0.026
C (-2.58847, -2.90330, 2.84438)  -0.130
H (-5.09564, -2.38031, 5.13012)  0.128
H (-5.05492, -4.88158, 5.13553)  0.124
H (-3.52036, -6.08916, 3.62099)  0.122
H (-1.96022, -4.79077, 2.07880)  0.134

Cartesian forces, eV/Å:
2.707 0.262 0.838
-0.378 0.572 -0.339
-0.534 0.624 0.266
0.708 -0.689 0.121
0.188 -0.229 -0.938
-0.592 -0.689 0.438
0.044 -0.400 0.301
-0.164 0.119 0.085
0.346 0.176 0.116
-0.184 -0.094 -0.231
-0.647 0.242 0.487
-0.181 0.141 -0.264
0.151 0.011 0.243
-0.015 -0.346 -0.046
0.067 0.532 0.001
-0.332 -0.019 -0.129
0.111 0.196 0.033
-0.060 0.029 0.203
0.151 0.194 -0.904
-0.392 -0.286 -0.087
0.191 -0.028 -0.053
-0.054 0.176 0.074
0.485 -0.377 -0.433
-0.420 -0.135 -0.152
0.013 -0.025 0.306
0.035 0.292 -0.086
0.343 0.213 1.396
-0.724 -0.803 -0.547
0.690 1.178 0.140
0.716 -0.961 0.694
-0.240 0.553 -0.519
0.053 0.605 0.779
-0.741 -0.780 -0.935
-0.837 0.088 -0.550
-0.539 0.063 0.127
0.085 0.353 0.120
0.088 0.048 -0.016
-0.537 0.169 0.357
0.072 0.246 0.585
0.108 -0.732 -0.334
1.264 -0.136 0.163
0.462 0.061 -0.481
0.415 -0.222 0.831
0.224 -0.348 -0.107
-0.341 -0.084 -0.042
-0.098 0.089 -0.780
-0.151 0.245 -1.745
0.252 0.444 -1.471
-0.121 -0.435 0.380
-0.215 -0.052 0.239
0.257 0.217 -0.086
-0.333 0.059 0.199
-0.148 -0.022 0.259
0.218 0.019 -0.142
-0.176 0.026 0.349
-0.246 -0.031 -0.156
0.230 0.137 -0.070
-0.066 0.016 0.391
0.156 -0.088 0.420
-0.066 -0.018 0.258
-0.039 0.073 -0.084
0.046 -0.164 -0.093
-0.008 -0.033 0.127
-0.257 -0.017 -0.214
-0.131 0.209 0.247
0.034 -0.231 0.066
0.140 0.051 0.195
-0.232 -0.094 0.128
0.199 0.024 0.279
0.023 0.044 -0.262
-1.219 -0.944 1.619
0.884 2.492 -1.349
-1.272 0.570 -0.312
3.256 0.508 0.627
-0.995 -0.119 -1.045
-0.306 -1.383 1.106
-1.253 -1.299 0.574
0.187 -0.184 -0.529
0.480 0.378 -0.306
-0.290 0.142 0.051
0.019 0.470 -0.158
-0.867 -1.493 -0.097
0.047 0.074 -0.117
0.240 0.302 -0.309
0.066 0.375 -0.106
-0.048 -0.115 0.402


Computed values of energy above the lowest of the compared OMol25 structures with the same formula, charge and spin (unit: kcal/mol) for the preceding records, in sequence: 89.5 163.1 0.0.